(1)
# C2H6O2Tm

A molecular structure, C2H6O2Tm (ωB97M-V/def2-TZVPD, the OMol25 dataset).

Summary:
spin multiplicity	4
HOMO level (spin up / spin down)	-16.905 / -19.872	eV
charge	+2
LUMO level (spin up / spin down)	-11.9 / -12.9	eV
orbital gap (spin up / spin down)	0.1850 / 0.2552	hartree

XYZ file:
```
11
Properties=species:S:1:pos:R:3:forces:R:3:lowdin_spin:R:1
O -0.82667 0.35771 2.41303 -0.5 -1.4 -7.0 0.130
Tm -1.18374 -2.02258 1.55395 0.8 5.2 -1.1 2.145
C -0.05037 0.43859 -0.40322 -1.3 -0.7 -0.8 0.429
C 1.06428 -0.14870 -1.20891 0.4 0.2 0.9 0.063
H -0.05762 0.83364 1.37664 -1.3 -1.2 2.9 0.059
H -0.40317 1.43479 -0.70587 0.0 -0.1 0.5 0.028
H 1.47896 -1.04382 -0.72067 0.0 0.2 -0.2 0.009
H 0.73417 -0.41655 -2.22193 -0.3 0.1 0.2 0.024
H 1.87638 0.58921 -1.33202 -0.3 -0.3 0.1 0.001
O -1.10421 -0.39643 -0.01907 0.6 -1.8 1.3 0.111
H -1.52802 0.37415 1.26807 1.8 0.0 3.3 0.002
```
Positions in Å, forces in eV/Å.

---

(2)
# C2H6O3

2 unconnected molecules or ions with the total composition C2H6O3 (ωB97M-V/def2-TZVPD, the OMol25 dataset).

Summary:
spin multiplicity	2
HOMO level (spin up / spin down)	-14.783 / -13.992	eV
charge	+1
LUMO level (spin up / spin down)	-4.3 / -11.2	eV
orbital gap (spin up / spin down)	0.3842 / 0.1029	hartree

XYZ file:
```
11
Properties=species:S:1:pos:R:3:forces:R:3:lowdin_spin:R:1
C -0.86032 0.96115 2.23470 -0.9 0.6 -2.8 0.149
O -1.08355 -0.08554 1.28486 -0.2 0.9 2.7 0.603
H -1.44124 1.20627 3.11025 -1.7 -1.2 0.6 0.051
H -0.78962 1.89901 1.72607 0.1 0.2 -0.9 0.002
H 0.01819 0.88124 2.80370 2.4 -1.1 0.8 0.072
H -1.30554 -0.93750 1.76288 0.2 0.5 -0.4 0.001
O 1.71702 -1.85196 -3.11578 -0.1 -0.6 0.8 0.077
C 1.53506 -0.77055 -2.68675 -2.2 2.5 -0.9 0.006
O 0.27199 -0.28752 -2.12428 2.6 -1.8 -0.5 0.034
H 2.12354 0.12405 -2.94381 0.3 -0.2 0.6 0.007
H -0.18553 -1.13865 -2.05185 -0.6 0.1 0.0 0.000
```
Positions in Å, forces in eV/Å.

---

(3)
# C2H6O3S

A single C2H6O3S molecule (ωB97M-V/def2-TZVPD, the OMol25 dataset).

Summary:
HOMO level	-9.090	eV
LUMO level	0.6	eV
orbital gap	0.3577	hartree

XYZ file:
```
12
Properties=species:S:1:pos:R:3:forces:R:3:mulliken_charge:R:1
C 1.47389 0.08263 -0.51189 -0.3 -0.9 -2.6 -0.416
C -1.21637 -0.61531 -0.21366 -1.1 0.5 -1.8 -0.324
O -0.37605 1.73159 0.49490 -0.1 1.6 1.5 -0.624
O 1.67475 -0.03668 0.83413 0.4 -0.3 -0.2 -0.423
O -2.41941 -0.37313 0.46584 0.3 0.9 1.8 -0.528
S -0.33658 0.93129 -0.72477 1.3 -1.6 -0.4 0.463
H 2.25494 0.75043 -1.14210 -1.7 -1.5 1.6 0.296
H 1.38562 -1.02811 -0.93016 0.4 2.5 0.5 0.283
H -1.40896 -1.09483 -1.21551 -0.3 0.2 1.1 0.300
H -0.53375 -1.20700 0.31266 1.0 -0.9 1.1 0.301
H 1.80046 0.82802 1.21878 -0.2 0.6 0.3 0.318
H -2.29855 0.03109 1.41178 0.3 -1.0 -2.8 0.355
```
Positions in Å, forces in eV/Å.

---

(4)
# C2H6O3S2

A single C2H6O3S2 molecule (ωB97M-V/def2-TZVPD, the OMol25 dataset).

Summary:
HOMO level	-9.450	eV
LUMO level	0.0	eV
SMILES string	O=S(=O)(O)CCS
orbital gap	0.3462	hartree

XYZ file:
```
13
Properties=species:S:1:pos:R:3:forces:R:3:mulliken_charge:R:1
C 0.11953 -0.65289 -0.26720 0.1 -0.1 1.9 -0.531
C 1.04766 0.54904 0.15847 0.5 -1.9 0.0 -0.651
H -2.00500 1.07018 -1.65353 1.9 0.7 4.9 0.426
H 0.28500 -0.84271 -1.29452 -0.4 -0.1 -1.3 0.380
H 0.37653 -1.66718 0.24354 -0.5 2.1 -0.4 0.377
H 1.04355 1.50604 -0.36304 -0.6 -0.5 -0.4 0.339
H 0.99932 0.74096 1.20527 -0.6 0.3 0.6 0.338
H 2.75242 -0.76792 1.34666 0.0 1.1 -2.9 0.158
O -1.56965 1.22792 -0.57185 -2.5 0.0 -5.9 -0.558
O -1.58744 0.20522 1.52801 0.1 -0.8 -0.9 -0.596
O -2.58376 -1.02813 -0.40994 0.5 0.1 -0.2 -0.589
S -1.56714 -0.17500 0.13274 0.1 0.0 1.8 1.138
S 2.68898 -0.16551 -0.05462 1.3 -1.0 2.8 -0.231
```
Positions in Å, forces in eV/Å.

---

(5)
# C2H6O5P2

2 unconnected molecules or ions with the total composition C2H6O5P2 (ωB97M-V/def2-TZVPD, the OMol25 dataset).

Summary:
HOMO level	0.495	eV
charge	-2
LUMO level	6.5	eV
orbital gap	0.2221	hartree

XYZ file:
```
15
Properties=species:S:1:pos:R:3:forces:R:3:mulliken_charge:R:1
C 0.66153 -1.02557 -0.22558 1.0 0.9 3.6 -1.134
C 0.14186 -0.48522 0.93070 0.6 -1.1 -2.4 0.686
O 1.39450 0.87400 -3.06213 0.5 -1.3 -0.8 -0.605
O -1.82311 -2.11386 1.89270 -0.1 0.0 -0.1 -0.751
O -1.62220 0.32653 2.69481 0.4 2.7 3.4 -0.765
O 0.90900 0.14377 1.83565 0.6 0.1 0.8 -0.493
O -0.81962 1.30125 -1.76006 1.8 -2.4 -1.5 -0.458
P 0.84244 1.84889 -2.05853 -1.8 2.5 -0.4 -0.072
P -1.57837 -0.65719 1.63722 -0.7 -2.4 -3.4 0.562
H 1.53728 1.63348 -0.83772 -0.1 -0.8 0.7 -0.117
H -0.04067 -1.25819 -0.93607 -1.3 -1.1 -1.6 0.360
H 1.74323 -1.22393 -0.41411 -1.0 0.8 0.1 0.194
H 0.26613 0.43849 2.51278 0.0 0.1 0.1 0.389
H -0.70558 0.37062 -2.22744 -0.5 2.5 1.5 0.264
H -2.54691 -0.13813 0.70403 0.5 -0.5 -0.2 -0.057
```
Positions in Å, forces in eV/Å.

---

(6)
# C2H6ORbS

A molecular structure, C2H6ORbS (ωB97M-V/def2-TZVPD, the OMol25 dataset).

Summary:
HOMO level	-12.615	eV
charge	+1
LUMO level	-3.9	eV
orbital gap	0.3206	hartree

XYZ file:
```
11
Properties=species:S:1:pos:R:3:forces:R:3:mulliken_charge:R:1
Rb -0.80793 3.57220 1.56989 0.0 -0.3 0.2 0.985
C 0.10309 0.76645 -0.98795 1.2 1.3 1.0 -0.912
S -0.85794 -0.02339 0.32101 -1.2 -3.5 -3.3 0.545
O -0.58621 0.55584 1.61092 1.0 2.2 2.6 -0.633
C 0.08256 -1.67067 0.27544 0.2 0.4 0.6 -0.974
H -0.38103 1.60133 -1.53867 -0.1 -0.8 0.4 0.299
H 0.51523 0.01826 -1.62011 -0.2 -0.6 -1.0 0.339
H 1.02337 1.16818 -0.51287 -0.4 0.0 0.0 0.334
H 0.03833 -2.19780 -0.68719 -0.2 0.5 0.1 0.378
H -0.25581 -2.38751 1.06168 -0.1 1.0 -0.5 0.314
H 1.12632 -1.40288 0.50785 -0.3 -0.1 -0.1 0.326
```
Positions in Å, forces in eV/Å.

---

(7)
# C2H6OS

2 unconnected molecules or ions with the total composition C2H6OS (ωB97M-V/def2-TZVPD, the OMol25 dataset).

Summary:
HOMO level (spin up / spin down)	-7.124 / -7.473	eV
LUMO level (spin up / spin down)	0.5 / 0.6	eV
orbital gap (spin up / spin down)	0.2787 / 0.2956	hartree

XYZ file:
```
10
Properties=species:S:1:pos:R:3:forces:R:3:mulliken_charge:R:1
C 0.15123 -1.04205 0.81091 2.4 -1.7 -2.5 -0.494
C 0.86266 1.00730 -0.83669 -1.1 -0.7 1.1 -0.726
O -1.03362 -1.54163 0.55015 -2.9 -0.9 -1.1 -0.451
S -0.52870 1.85399 -0.24173 0.3 0.8 0.1 -0.169
H 0.24034 -0.37027 1.56006 0.4 2.2 2.2 0.463
H 1.02388 -1.73392 0.57786 -1.5 0.9 0.4 0.263
H 0.87397 0.63367 -1.81853 0.0 -0.4 -1.0 0.329
H 1.77725 1.09166 -0.31082 0.6 0.3 0.5 0.390
H -1.87297 -0.99677 0.46088 2.1 -0.2 0.5 0.329
H -1.49403 1.09801 -0.75209 -0.2 -0.3 -0.3 0.067
```
Positions in Å, forces in eV/Å.

---

(8)
# C2H6OS2

2 unconnected molecules or ions with the total composition C2H6OS2 (ωB97M-V/def2-TZVPD, the OMol25 dataset).

Summary:
HOMO level	-8.883	eV
LUMO level	0.2	eV
SMILES string	C=CO.SS
orbital gap	0.3321	hartree

XYZ file:
```
11
Properties=species:S:1:pos:R:3:forces:R:3:mulliken_charge:R:1
S -4.10471 2.08078 -3.05224 0.9 -0.4 0.6 -0.136
S -4.43277 2.84451 -1.18009 -1.7 1.0 0.5 -0.190
H -4.30463 0.80512 -2.69010 -0.1 -0.1 -0.3 0.172
H -3.52072 2.65430 -0.21085 0.9 -0.5 -0.8 0.155
C 1.90618 -0.58512 1.74983 0.7 -1.1 -1.2 -0.840
C 2.29877 -1.22603 0.66852 0.2 0.4 1.6 0.138
O 3.13328 -2.23916 0.85789 2.5 -2.7 -3.5 -0.494
H 1.18420 0.10479 1.57965 -1.9 2.3 0.2 0.291
H 2.27349 -0.89827 2.68530 0.1 -0.1 1.0 0.260
H 2.08278 -0.99950 -0.33237 -0.7 0.5 -1.2 0.292
H 3.48414 -2.54142 -0.07555 -0.9 0.7 3.0 0.353
```
Positions in Å, forces in eV/Å.

---

(9)
# C2H6OS2

2 unconnected molecules or ions with the total composition C2H6OS2 (ωB97M-V/def2-TZVPD, the OMol25 dataset).

Summary:
HOMO level	-8.440	eV
LUMO level	0.4	eV
SMILES string	C=CO.SS
orbital gap	0.3230	hartree

XYZ file:
```
11
Properties=species:S:1:pos:R:3:forces:R:3:mulliken_charge:R:1
S 2.19907 -0.45698 0.87751 0.0 0.4 0.2 -0.181
S 2.28846 1.27510 2.08869 -0.1 0.0 -0.1 -0.166
H 0.95401 -0.68840 1.31460 0.0 -0.2 -0.1 0.160
H 3.61027 1.47604 2.03025 0.1 -0.2 -0.1 0.148
C -1.04508 0.71389 -1.07280 0.0 -1.0 0.7 -0.558
C -1.58511 -0.43899 -0.69324 -0.7 1.3 -0.5 -0.036
O -0.91067 -1.58740 -0.45889 0.5 -0.8 0.2 -0.472
H -1.76803 1.44690 -1.34657 0.0 0.9 0.1 0.238
H 0.01871 0.88785 -1.01083 0.1 0.1 -0.6 0.240
H -2.66360 -0.45193 -0.52517 0.0 -0.4 -0.3 0.321
H -1.09802 -2.17608 -1.20356 0.1 0.0 0.3 0.306
```
Positions in Å, forces in eV/Å.

---

(10)
# C2H6OS2

2 unconnected molecules or ions with the total composition C2H6OS2 (ωB97M-V/def2-TZVPD, the OMol25 dataset).

Summary:
HOMO level	-8.449	eV
LUMO level	0.3	eV
SMILES string	C=O.CSS
orbital gap	0.3206	hartree

XYZ file:
```
11
Properties=species:S:1:pos:R:3:forces:R:3:mulliken_charge:R:1
O -1.76062 0.28543 -2.44327 0.9 -0.2 -0.3 -0.398
C -1.62789 -0.66720 -1.72422 -1.4 0.4 1.1 -0.127
H -0.71395 -1.18015 -1.39506 0.5 0.1 -0.6 0.292
H -2.52705 -1.00307 -1.16845 0.1 -0.4 -0.1 0.234
C 0.60051 0.94028 0.44303 -0.5 0.0 0.0 -0.974
S -0.14238 -0.33249 1.49441 0.2 -0.1 -0.3 -0.012
S 1.55668 -1.16233 2.43100 0.2 0.3 -0.1 -0.193
H -0.20059 1.26104 -0.23539 0.1 0.1 0.3 0.273
H 1.39394 0.57651 -0.20190 0.2 -0.3 0.1 0.366
H 0.93292 1.75963 1.07173 0.1 0.2 -0.2 0.392
H 2.48843 -0.47765 1.72812 -0.3 -0.2 0.1 0.147
```
Positions in Å, forces in eV/Å.

---

(11)
# C2H6S

2 unconnected molecules or ions with the total composition C2H6S (ωB97M-V/def2-TZVPD, the OMol25 dataset).

Summary:
HOMO level	-7.523	eV
LUMO level	-2.8	eV
orbital gap	0.1737	hartree

XYZ file:
```
9
Properties=species:S:1:pos:R:3:forces:R:3:mulliken_charge:R:1
C 0.43785 -0.77557 -1.30522 -2.4 1.6 1.5 -0.295
C -0.41800 0.17617 -0.52844 2.9 -1.1 -0.8 -0.766
S -0.25597 1.14416 2.17977 -0.4 0.6 -0.9 -0.434
H 1.22606 -1.09232 -0.63849 1.1 -0.1 -1.3 0.241
H 0.09596 -1.25381 -2.21381 0.0 -0.8 0.4 0.269
H 0.26075 0.25314 0.38770 -1.0 0.2 1.1 0.087
H 0.29258 0.39210 3.08211 0.6 -0.8 0.9 0.074
H -0.20277 1.22651 -0.73030 -0.3 0.2 0.0 0.416
H -1.43646 -0.07038 -0.23330 -0.5 0.2 -0.9 0.407
```
Positions in Å, forces in eV/Å.

---

(12)
# C2H6S

A single C2H6S molecule (ωB97M-V/def2-TZVPD, the OMol25 dataset).

Summary:
HOMO level	-9.106	eV
LUMO level	1.1	eV
SMILES string	CCS
orbital gap	0.3746	hartree

XYZ file:
```
9
Properties=species:S:1:pos:R:3:forces:R:3:mulliken_charge:R:1
C 0.74867 -0.30456 -0.49505 0.7 0.6 -0.7 -0.951
C -0.15134 0.00026 0.68612 -0.2 -1.4 0.4 -0.410
H 1.80006 -0.44890 -0.14902 -0.8 -0.2 -0.2 0.286
H 0.79610 0.57440 -1.16760 -0.1 -0.3 0.3 0.296
H 0.40556 -1.14480 -1.12916 0.2 0.3 0.6 0.296
H 0.23909 0.81985 1.27403 -0.1 0.4 0.0 0.322
H -0.15078 -0.88529 1.37580 -0.1 0.7 -0.5 0.269
H -1.76864 1.17787 -0.64481 0.1 0.3 -0.2 0.099
S -1.91872 0.21118 0.24969 0.3 -0.3 0.4 -0.208
```
Positions in Å, forces in eV/Å.

---

What did we get for molar mass? Answer: 231.002 78.067 110.134 142.201 172.013 163.604 78.136 110.203 110.203 110.203 62.137 62.137 g/mol, in the order shown.
What did we get for energy relative to the best compared isomer or geometry (same formula, charge and spin)? Answer: 4.120 2.777 2.358 1.306 0.648 0.570 3.698 1.372 1.015 0.801 5.509 0.013 eV, in the order shown.
What did we get for calculated total energy? Answer: -35770.818 -8301.544 -19146.646 -29982.286 -30987.219 -15703.077 -15049.733 -25887.324 -25887.682 -25887.895 -13000.884 -13006.380 eV, in the order shown.